One molecule with the formula C3H9N3O in a non-equilibrium geometry, computed with ωB97M-V/def2-TZVPD.

CARTESIAN COORDINATES (ANGSTROEM)
O  0.231  -1.820  -0.828
N  -0.393  -0.672  1.598
N  -1.729  0.402  -0.221
N  0.092  1.447  0.795
C  0.339  -0.578  -0.704
C  1.569  -0.139  -1.342
C  -0.432  0.160  0.404
H  -2.319  0.938  0.405
H  -2.168  -0.470  -0.492
H  1.571  -0.367  -2.406
H  -0.741  -1.602  1.399
H  0.150  2.071  0.001
H  1.879  -1.334  -0.962
H  1.905  0.883  -1.195
H  1.006  1.343  1.218
H  -0.960  -0.263  2.331

Cartesian forces, eV/Å:
O -2.594 1.181 0.625
N 0.088 -0.097 -0.197
N 0.110 0.244 -0.011
N 0.014 -0.059 -0.148
C 0.404 -3.102 0.928
C 0.790 -2.125 -0.286
C -0.823 0.091 -0.251
H -0.072 -0.114 -0.036
H -0.047 0.065 0.115
H -0.386 0.224 -0.152
H 0.128 0.001 -0.115
H -0.041 0.031 0.018
H 1.687 3.931 -0.954
H 0.724 -0.407 0.553
H -0.021 -0.004 0.025
H 0.040 0.140 -0.111

The total energy is -359.148203 hartree. The value obtained for the energy relative to the best compared isomer or geometry (same formula, charge and spin) is 2.619 eV. The gap between HOMO and LUMO is 10.077 eV. The LUMO energy comes out at 0.708 eV. Its SMILES is CC(=O)C(N)(N)N.